Record 1
{"formula": "C37H36CaN4O5S6Si", "method": "the ωB97M-V functional and the def2-TZVPD basis", "species": ["Ca", "S", "C", "S", "C", "C", "S", "S", "S", "C", "N", "N", "C", "O", "C", "C", "C", "C", "C", "C", "C", "C", "C", "H", "H", "H", "H", "H", "H", "H", "H", "H", "H", "H", "H", "O", "N", "O", "O", "C", "C", "C", "C", "Si", "O", "C", "C", "C", "C", "C", "C", "C", "C", "C", "C", "C", "C", "H", "H", "H", "H", "H", "H", "H", "H", "H", "H", "H", "H", "H", "H", "H", "H", "H", "H", "H", "S", "C", "N", "C", "C", "C", "C", "C", "C", "H", "H", "H", "H", "H"], "coordinates": [[-0.113, -0.134, -0.156], [1.168, 6.441, 4.288], [0.886, 5.105, 3.334], [-0.096, 5.095, 1.920], [0.085, 3.397, 1.445], [0.867, 2.664, 2.287], [1.266, 0.991, 2.166], [1.549, 3.552, 3.651], [-0.700, 2.871, 0.014], [-5.596, 1.514, 3.340], [-4.435, 0.641, 3.234], [-4.025, 0.339, 1.931], [-2.635, 0.429, 1.837], [-2.000, 0.177, 0.824], [-2.196, 0.882, 3.133], [-3.281, 1.012, 3.916], [-3.377, 1.453, 5.334], [-4.889, -0.305, 1.032], [-5.990, -1.023, 1.497], [-6.862, -1.611, 0.595], [-6.628, -1.521, -0.769], [-5.507, -0.839, -1.226], [-4.644, -0.219, -0.339], [-6.336, 1.224, 2.601], [-5.329, 2.564, 3.173], [-6.031, 1.404, 4.333], [-1.161, 1.072, 3.376], [-2.381, 1.467, 5.769], [-4.006, 0.768, 5.904], [-3.798, 2.458, 5.407], [-6.145, -1.145, 2.561], [-7.716, -2.167, 0.965], [-7.304, -1.994, -1.470], [-5.296, -0.783, -2.286], [-3.770, 0.309, -0.692], [0.165, 0.264, -2.243], [-0.950, -0.253, -2.516], [-1.481, -0.066, -3.619], [-1.510, -0.964, -1.645], [-0.681, -2.231, 3.596], [0.343, -3.275, 3.146], [1.751, -2.696, 3.354], [0.146, -4.526, 4.010], [0.046, -3.509, 1.263], [0.228, -2.200, 0.414], [1.141, -4.915, 0.555], [2.114, -5.632, 1.252], [2.859, -6.636, 0.645], [2.652, -6.946, -0.690], [1.690, -6.246, -1.407], [0.948, -5.251, -0.789], [-1.688, -4.278, 1.049], [-2.636, -3.568, 0.308], [-3.900, -4.090, 0.068], [-4.253, -5.326, 0.592], [-3.323, -6.050, 1.329], [-2.052, -5.533, 1.539], [-0.578, -2.007, 4.665], [-1.705, -2.582, 3.419], [-0.534, -1.307, 3.040], [1.936, -2.496, 4.416], [1.850, -1.755, 2.808], [2.534, -3.365, 2.989], [0.414, -4.308, 5.051], [0.758, -5.368, 3.674], [-0.898, -4.850, 3.991], [2.306, -5.408, 2.293], [3.608, -7.177, 1.215], [3.233, -7.725, -1.170], [1.521, -6.479, -2.453], [0.193, -4.712, -1.355], [-2.356, -2.604, -0.104], [-4.609, -3.537, -0.536], [-5.245, -5.729, 0.416], [-3.590, -7.023, 1.728], [-1.325, -6.127, 2.084], [4.682, 0.764, -1.486], [3.169, 0.802, -0.601], [2.449, -0.248, -0.697], [3.034, -1.206, -1.500], [2.496, -2.457, -1.798], [3.212, -3.308, -2.616], [4.453, -2.934, -3.141], [5.001, -1.696, -2.855], [4.284, -0.837, -2.032], [2.901, 1.670, -0.011], [1.543, -2.721, -1.354], [2.807, -4.285, -2.851], [4.997, -3.623, -3.775], [5.962, -1.404, -3.263]], "forces_ev_per_a": [[2.1, 0.7, 2.7], [0.0, 0.3, 0.2], [-0.1, -0.4, -0.3], [0.2, -0.2, 0.2], [0.2, 0.2, 0.4], [-0.1, 0.4, 0.1], [0.2, -0.4, 0.3], [-0.2, 0.1, -0.3], [-0.1, 0.2, -0.5], [0.1, 0.3, -0.1], [-0.2, -0.5, 0.1], [0.2, 0.3, -0.1], [-0.2, 0.4, -0.1], [-1.5, -0.4, 0.9], [0.1, 0.1, 0.2], [0.1, -0.2, -0.1], [0.0, 0.1, -0.1], [-0.2, -0.2, 0.0], [0.1, 0.0, 0.0], [0.0, 0.0, -0.1], [0.0, 0.0, 0.0], [-0.1, 0.0, 0.0], [0.1, 0.1, 0.0], [0.0, -0.1, 0.0], [0.0, 0.0, 0.0], [0.0, 0.0, 0.0], [0.0, -0.1, 0.0], [0.0, 0.0, 0.0], [0.0, 0.0, 0.0], [0.0, 0.0, 0.0], [0.0, 0.0, 0.0], [0.0, 0.0, 0.0], [0.0, 0.0, 0.0], [0.0, 0.0, 0.0], [0.0, 0.0, 0.0], [0.0, 0.1, -1.5], [-0.8, 0.1, -2.2], [0.4, -0.2, 0.8], [-0.6, -0.2, -0.8], [-0.1, 0.0, -0.1], [0.1, 0.0, 0.0], [-0.1, 0.0, -0.2], [0.0, -0.1, -0.2], [0.0, -0.7, 0.2], [0.0, -0.3, 0.2], [0.1, 0.0, 0.2], [0.0, 0.0, 0.0], [0.1, -0.1, -0.1], [0.0, 0.0, 0.0], [-0.1, -0.1, 0.0], [-0.1, 0.0, 0.1], [0.1, 0.2, 0.0], [0.1, 0.0, 0.0], [-0.1, 0.0, 0.0], [0.0, 0.0, 0.0], [0.0, -0.1, 0.0], [0.0, 0.0, 0.0], [0.0, 0.0, 0.0], [0.0, 0.0, 0.0], [0.0, 0.2, 0.0], [0.0, 0.0, 0.0], [0.0, 0.0, 0.1], [0.0, 0.0, 0.1], [0.0, 0.0, 0.0], [0.0, 0.0, 0.1], [0.0, 0.0, 0.0], [0.0, 0.0, 0.0], [0.0, 0.0, 0.0], [0.0, 0.0, 0.0], [0.0, 0.0, 0.0], [0.0, 0.0, 0.0], [-0.1, 0.0, 0.0], [0.0, 0.1, 0.0], [0.0, 0.0, 0.0], [0.0, 0.0, 0.0], [0.0, 0.0, 0.0], [-0.2, -0.1, 0.1], [0.4, 0.1, -0.2], [-0.3, 0.0, 0.1], [0.5, 0.0, -0.3], [-0.1, 0.0, 0.0], [0.0, 0.0, 0.0], [0.1, 0.1, 0.0], [0.1, -0.1, -0.1], [-0.2, 0.1, 0.2], [-0.1, -0.1, 0.0], [0.0, 0.0, 0.0], [0.0, 0.1, 0.0], [0.0, 0.0, 0.0], [0.0, 0.0, 0.0]], "molar_mass_g_mol": 877.3, "homo_ev": -0.90, "orbital_gap_ha": 0.17599, "e_above_lowest_kcal_mol": 3.7, "total_charge": -2}

Record 2
{"formula": "C37H36MgN3O3", "method": "the ωB97M-V functional and the def2-TZVPD basis", "species": ["C", "C", "C", "H", "C", "C", "H", "C", "C", "C", "H", "C", "C", "H", "H", "H", "H", "H", "H", "Mg", "C", "C", "C", "H", "H", "H", "H", "H", "H", "C", "C", "H", "H", "O", "N", "C", "H", "C", "C", "H", "C", "H", "C", "H", "C", "H", "C", "H", "H", "H", "O", "C", "N", "C", "C", "O", "N", "C", "C", "C", "C", "C", "C", "C", "C", "C", "C", "C", "C", "H", "H", "H", "H", "H", "H", "H", "H", "H", "H", "H"], "coordinates": [[2.541, 0.078, 0.696], [2.410, -0.715, -0.470], [1.880, 0.101, -1.499], [2.664, -1.768, -0.570], [1.639, 1.401, -0.962], [2.083, 1.393, 0.399], [1.239, 2.259, -1.493], [-1.510, -2.019, 1.282], [-0.367, -2.688, 0.799], [-0.361, -2.565, -0.619], [0.369, -3.220, 1.394], [-1.505, -1.849, -1.032], [-2.205, -1.453, 0.165], [1.771, -0.196, -2.539], [2.096, 2.245, 1.060], [2.969, -0.251, 1.641], [-3.170, -0.961, 0.204], [0.404, -2.955, -1.285], [-1.886, -2.023, 2.312], [-1.113, 0.925, 0.178], [-1.839, -1.345, -2.432], [-3.346, -1.407, -2.623], [-1.082, -2.094, -3.516], [-3.681, -2.421, -2.361], [-3.590, -1.219, -3.666], [-3.869, -0.684, -1.989], [-1.296, -3.163, -3.441], [0.007, -1.966, -3.461], [-1.424, -1.732, -4.488], [-1.339, 0.153, -2.400], [-2.082, 1.336, -3.001], [-0.275, 0.217, -2.602], [-1.526, 0.371, -1.340], [-2.793, 2.039, -2.236], [-1.653, 1.612, -4.311], [-0.461, 2.543, -4.256], [-2.389, 2.032, -4.903], [0.866, 1.895, -4.560], [2.059, 2.524, -4.175], [2.009, 3.476, -3.645], [3.297, 1.936, -4.444], [4.217, 2.418, -4.105], [3.363, 0.742, -5.171], [4.333, 0.306, -5.426], [2.178, 0.122, -5.581], [2.208, -0.803, -6.169], [0.930, 0.690, -5.260], [-0.002, 0.213, -5.564], [-0.414, 2.921, -3.212], [-0.632, 3.413, -4.926], [-1.155, 2.410, 1.423], [-0.674, 1.635, 2.313], [-0.487, 1.943, 3.612], [-0.076, 0.781, 4.373], [0.142, -0.231, 3.220], [0.574, -1.366, 3.338], [-0.283, 0.348, 2.039], [1.178, 1.145, 5.194], [2.412, 0.537, 4.969], [3.513, 0.842, 5.777], [3.400, 1.750, 6.825], [2.179, 2.404, 7.018], [1.069, 2.106, 6.211], [-1.228, 0.240, 5.224], [-1.020, -0.343, 6.484], [-2.105, -0.867, 7.202], [-3.391, -0.826, 6.664], [-3.589, -0.278, 5.390], [-2.513, 0.266, 4.689], [-0.858, 2.822, 3.945], [2.499, -0.213, 4.189], [4.468, 0.356, 5.582], [4.259, 1.973, 7.473], [2.085, 3.155, 7.807], [0.124, 2.617, 6.407], [-0.013, -0.383, 6.916], [-1.934, -1.311, 8.189], [-4.238, -1.231, 7.224], [-4.571, -0.265, 4.935], [-2.684, 0.727, 3.714]], "forces_ev_per_a": [[0.1, 0.7, -0.5], [0.0, 0.8, -0.3], [0.1, -0.2, 0.5], [0.0, 0.3, 0.1], [-0.4, -0.4, 0.6], [0.1, -1.0, -0.4], [0.3, 0.1, -0.1], [0.1, -0.8, -0.5], [-1.1, 0.2, -0.1], [-0.8, 0.1, -0.1], [-0.2, 0.3, -0.1], [0.9, -0.2, 0.4], [0.5, 0.4, 0.0], [-0.1, 0.0, 0.1], [-0.1, 0.1, 0.2], [-0.2, 0.1, -0.2], [-0.3, -0.3, 0.0], [-0.1, 0.1, 0.1], [0.3, 0.2, -0.4], [1.7, -1.7, 0.6], [0.7, 0.5, 0.9], [0.0, -0.4, -0.1], [-0.1, -0.2, -0.2], [0.0, 0.3, -0.1], [-0.2, 0.2, -0.2], [0.1, -0.1, -0.1], [0.0, 0.0, -0.1], [-0.3, 0.1, 0.2], [0.1, -0.1, -0.2], [-1.1, 0.8, 0.6], [-0.2, 0.3, 2.4], [0.1, 0.0, 0.0], [-0.1, -0.5, -1.5], [1.2, -1.5, -2.6], [-0.7, 1.2, -1.3], [-0.3, 0.1, 0.7], [0.5, -0.1, 0.8], [0.4, -0.4, -0.4], [0.0, -0.3, -0.1], [0.1, -0.2, 0.0], [-0.2, 0.0, -0.2], [-0.3, -0.1, -0.1], [-0.3, 0.0, 0.0], [-0.4, 0.1, 0.2], [-0.3, 0.2, 0.1], [0.0, 0.3, 0.3], [0.6, 0.0, -0.1], [0.3, 0.0, 0.1], [0.1, 0.2, -0.6], [0.0, -0.6, 0.4], [-0.1, -0.1, 0.6], [1.0, -1.5, 0.6], [-0.5, 1.1, -0.5], [0.4, 0.6, 0.7], [0.3, -1.1, -1.4], [-0.3, 1.4, 0.7], [-0.6, 1.9, 0.5], [-0.2, -0.2, 0.1], [0.0, 0.0, 0.3], [-0.1, 0.0, 0.0], [-0.1, 0.2, -0.1], [-0.3, 0.0, -0.1], [0.7, -0.1, 0.2], [0.2, -0.2, 0.5], [-0.2, 0.0, 0.0], [0.2, 0.1, -0.1], [0.0, 0.0, -0.3], [0.5, 0.1, 0.3], [-0.4, -0.1, 0.1], [0.2, -0.3, 0.4], [0.0, 0.1, 0.1], [-0.2, 0.0, 0.0], [-0.4, -0.1, -0.3], [0.0, -0.3, -0.2], [0.2, -0.2, -0.1], [-0.5, 0.0, -0.3], [-0.1, 0.2, -0.4], [0.3, 0.1, -0.2], [0.0, 0.0, 0.1], [0.0, -0.2, 0.3]], "molar_mass_g_mol": 595.0, "homo_ev": -3.20, "orbital_gap_ha": 0.20709, "e_above_lowest_kcal_mol": 93.9, "total_charge": -1}